# 1
{
  "formula": "C3H26NO11",
  "method": "ωB97M-V/def2-TZVPD",
  "species": ["O", "C", "O", "C", "C", "N", "H", "H", "H", "H", "H", "H", "H", "H", "H", "H", "O", "H", "H", "O", "H", "H", "O", "H", "H", "O", "H", "H", "O", "H", "H", "O", "H", "H", "O", "H", "H", "O", "H", "H", "O"],
  "positions_angstrom": [[-0.3314, 0.1656, -1.1347], [0.0386, 1.3201, -0.9746], [-0.7355, 2.3103, -1.3250], [1.2997, 1.7358, -0.2058], [0.9120, 2.6345, 0.9654], [2.0502, 0.5054, 0.1282], [-1.6703, 1.9327, -1.4687], [1.8886, 2.3418, -0.8952], [1.7417, 3.2363, 1.3250], [0.1777, 3.3365, 0.5743], [0.3125, 2.1829, 1.7583], [2.7334, 0.7250, 0.8499], [2.3445, 0.0435, -0.7635], [1.4379, -0.2183, 0.5278], [-2.7065, 0.7425, 0.8044], [-3.2826, 1.8277, 1.7408], [-2.6047, 1.1490, 1.6698], [-3.4055, 0.7847, -1.5586], [-3.6188, 2.0425, -0.6049], [-3.2553, 1.7377, -1.4213], [0.8896, -2.8614, 0.6135], [0.9131, -2.3641, -0.9190], [1.1321, -2.1647, 0.0032], [2.4620, -1.3220, -2.5955], [3.4035, -0.1242, -2.9563], [2.8715, -0.5108, -2.2645], [0.5250, -2.9243, -3.2902], [-0.0946, -1.6390, -2.4963], [0.6530, -2.2298, -2.6425], [-1.0941, -0.8013, 0.3514], [-1.9890, -0.4792, 1.5605], [-1.8238, -1.1447, 0.8876], [2.1804, -1.1291, 3.0302], [3.5866, -1.3856, 2.4000], [2.8397, -0.7897, 2.4036], [-0.2920, -1.9363, 4.0402], [-0.1345, -2.0534, 2.5352], [0.3334, -1.7772, 3.3246], [-2.9030, -1.0594, -0.6035], [-3.2924, -1.1562, -2.0913], [-3.4930, -0.6835, -1.2822]],
  "forces_ev_per_a": [[0.8311, -0.3858, 0.1384], [-1.1386, 0.1313, 0.2807], [0.5657, 0.0436, 0.1153], [-0.8213, 0.1968, -0.6211], [-0.7365, 0.3876, -0.1609], [-1.1566, 0.3917, 0.0061], [-0.2036, 0.5563, -0.1956], [0.2037, -0.1275, -0.0109], [0.1240, -0.2983, 0.2681], [0.2518, 0.2591, -0.2717], [0.5930, -0.5355, 0.1328], [0.4935, -0.5655, -0.2409], [0.9074, 0.2450, 0.2933], [0.0395, -0.0541, 0.1711], [-0.3466, 0.3649, -0.3018], [-0.0414, -0.0223, 0.2135], [0.0530, 0.5270, 0.0824], [-0.4016, -0.4233, 0.5807], [-0.6288, 0.1346, 0.5431], [1.1936, 1.3962, -1.1277], [-0.0228, -0.3737, -0.3681], [-0.1313, -0.5789, 0.1287], [0.2807, 0.7637, 0.5977], [-0.1454, 0.1180, -0.1102], [0.1964, 0.0333, -0.3121], [-0.1025, -0.0604, 0.3531], [-0.6362, 0.1102, -0.1196], [-0.2052, -0.1272, -0.5545], [0.7835, 0.1098, 0.4162], [0.2402, -0.1019, 0.0193], [0.0494, -0.1600, 0.5839], [0.3011, -0.7658, -0.4063], [0.0880, -0.1082, -0.1011], [0.1341, -0.2795, 0.1822], [-0.2034, 0.4186, -0.0165], [0.1218, 0.0295, 0.0743], [-0.2598, 0.0243, -0.2978], [0.0570, 0.0389, 0.1930], [-0.0661, 0.0192, 0.2681], [-0.1532, -0.2630, -0.2171], [-0.1078, -1.0690, -0.2082]],
  "lowdin_charge": [0.0587, -0.4650, 0.1298, -0.2248, -0.0054, 0.1952, 0.0893, 0.1687, 0.0951, 0.0894, 0.0956, 0.1464, 0.0965, 0.1063, 0.0080, 0.0757, -0.0310, -0.0190, 0.0465, -0.0199, 0.0568, -0.0004, -0.0469, 0.0421, 0.0735, -0.0221, 0.0876, 0.0532, -0.0303, 0.0127, 0.0175, -0.0515, 0.0196, 0.0556, -0.0487, 0.0672, 0.0135, -0.0368, 0.0325, 0.0819, -0.0132],
  "charge": 1
}


# 2
{
  "formula": "C3H26NO9S",
  "method": "ωB97M-V/def2-TZVPD",
  "species": ["C", "N", "C", "C", "S", "H", "H", "H", "H", "H", "H", "H", "H", "H", "H", "O", "H", "H", "O", "H", "H", "O", "H", "H", "O", "H", "H", "O", "H", "H", "O", "H", "H", "O", "H", "H", "O", "H", "H", "O"],
  "positions_angstrom": [[0.1875, 1.5971, -0.5907], [0.7320, 0.1972, -0.4791], [-0.0428, -0.8080, 0.2540], [-0.3433, -2.0998, -0.5842], [-1.9294, -2.0291, -1.4893], [0.4690, 1.9301, -1.5852], [0.7200, 2.1415, 0.1730], [-0.8867, 1.7680, -0.6316], [0.8651, -0.0731, -1.4392], [0.6268, -1.1215, 1.0532], [-1.0391, -0.5931, 0.6203], [-0.3379, -2.9527, 0.0997], [0.4800, -2.3299, -1.2724], [-3.2375, -0.5239, 2.3495], [-3.4535, 0.3793, 1.0712], [-3.2135, 0.3789, 2.0205], [-1.8164, -1.9352, 1.5739], [-2.9680, -2.6117, 0.8425], [-2.6299, -2.4061, 1.7315], [2.6836, 2.3801, 1.9747], [1.3458, 1.6661, 2.3259], [2.2577, 1.8212, 2.6395], [1.7247, 0.6591, -3.1462], [2.8885, 0.4973, -2.3034], [2.4632, 1.2037, -2.8075], [2.8563, 2.0768, -0.7224], [4.1592, 1.5869, -0.0950], [3.5215, 2.3045, -0.0590], [-3.8778, 0.7875, -1.1487], [-2.4757, 0.2867, -0.6964], [-3.1261, 1.0088, -0.5996], [-1.1243, 0.9211, 1.9685], [-0.8098, 2.0289, 3.0235], [-0.5228, 1.6396, 2.2025], [0.1252, -0.6594, -3.8767], [0.7372, -1.5637, -2.8816], [0.9868, -0.8824, -3.5182], [2.5952, -0.6239, 1.5097], [2.9622, 0.1624, 2.7453], [3.2114, -0.6436, 2.2472]],
  "forces_ev_per_a": [[0.9051, -0.8734, -0.5367], [-1.3604, 1.1400, -0.4261], [1.1494, -1.8744, -1.0508], [0.0556, 0.3132, 0.1856], [0.2081, 0.2664, -0.1228], [0.5411, 0.3297, 0.0352], [-0.4747, 0.7865, 0.0411], [-0.1329, -0.4482, 0.8343], [-0.2742, -0.5542, 0.0840], [-0.4015, -0.0850, 0.6794], [0.0063, 1.0997, 0.1666], [-0.1187, 0.0142, 0.0632], [0.1637, 0.1435, 0.1579], [-0.1788, -0.3475, -0.3665], [0.1952, 0.0177, 0.3726], [0.1238, 0.4540, 0.2900], [0.3604, 0.0296, -0.2242], [0.3685, 0.2219, -0.1241], [-0.7175, -0.4965, 0.4982], [-0.0485, -0.3160, -0.1791], [0.0754, 0.1124, 0.0595], [-0.2284, 0.4562, 0.2881], [0.2226, 0.3706, -0.1862], [0.3498, 0.2650, 0.0520], [0.0699, -0.3366, 0.1170], [-0.0571, -0.0230, -0.0727], [-0.0410, -0.0979, 0.1214], [0.0490, 0.2315, 0.0088], [0.0647, -0.3573, -0.2955], [-0.3519, -0.3915, -0.6165], [0.0621, 0.4811, 0.3940], [-0.5180, 0.2228, 0.2931], [-0.4499, -0.0884, 0.3078], [0.7586, 0.0118, -0.2675], [-0.3815, 0.0822, -0.1909], [-0.0116, -0.1412, 0.1130], [-0.2145, -0.3426, -0.2104], [-0.0210, 0.0813, -0.1630], [0.1255, -0.1684, -0.4766], [0.1274, -0.1892, 0.3468]],
  "lowdin_charge": [-0.1030, -0.0731, -0.3195, -0.6887, 0.3029, 0.0638, 0.0447, 0.0601, 0.0287, 0.0898, 0.0395, 0.0436, 0.0251, 0.0082, 0.0028, -0.0892, -0.0166, -0.0093, -0.0923, 0.0271, 0.0055, -0.0826, -0.0090, 0.0363, -0.0896, 0.0010, 0.0447, -0.0536, 0.0461, -0.0557, -0.1052, 0.0135, 0.0554, -0.0488, 0.0608, 0.0122, -0.0612, -0.0130, -0.0019, -0.0996],
  "charge": -1
}


# 3
{
  "formula": "C3H29BeO12",
  "method": "ωB97M-V/def2-TZVPD",
  "species": ["Be", "C", "C", "C", "O", "H", "H", "H", "H", "H", "H", "H", "O", "H", "H", "O", "H", "H", "O", "H", "H", "O", "H", "H", "O", "H", "H", "O", "H", "H", "O", "H", "H", "O", "H", "H", "O", "H", "H", "O", "H", "H", "O", "H", "H"],
  "positions_angstrom": [[-2.3437, 10.3952, 19.3141], [-2.4311, 9.1320, 22.1634], [-1.1785, 9.9127, 21.7115], [-0.0092, 9.0017, 21.4855], [-1.5568, 10.6616, 20.6071], [-3.1509, 9.8012, 22.7357], [-2.1885, 8.3969, 22.8794], [-2.7120, 8.5454, 21.3118], [-0.8576, 10.5220, 22.5724], [-0.0728, 8.2548, 22.2874], [0.9894, 9.3978, 21.4674], [-0.0274, 8.4508, 20.5508], [1.6963, 6.3052, 22.4074], [1.8089, 7.2107, 22.3403], [2.5135, 6.0677, 22.8639], [-3.6121, 6.7837, 19.5814], [-3.4023, 6.0631, 20.0998], [-4.4990, 6.9859, 19.8176], [-0.5669, 6.0544, 19.9773], [-0.9879, 6.8149, 20.3048], [-0.7105, 5.3471, 20.6197], [2.1462, 7.1620, 19.6244], [2.2381, 6.6995, 18.8064], [1.4211, 6.7013, 20.1360], [-2.0876, 11.5350, 18.0641], [-1.4066, 12.1182, 17.7974], [-2.9081, 11.9535, 17.7729], [2.8533, 10.6685, 20.0366], [2.2434, 10.5157, 19.3394], [2.9782, 9.8703, 20.6196], [0.3822, 12.4125, 20.3443], [-0.3847, 11.8510, 20.6513], [1.0273, 11.7429, 20.2617], [-3.9843, 10.6611, 19.7164], [-4.5641, 11.4342, 19.5713], [-4.5225, 9.8737, 19.9745], [3.8896, 8.4462, 21.2628], [4.5815, 7.8541, 21.5487], [3.2079, 7.9139, 20.8272], [0.4442, 10.0542, 18.3707], [0.2757, 10.3147, 17.4904], [0.5475, 9.0989, 18.2827], [-2.1465, 8.8748, 18.7423], [-1.6607, 8.5585, 17.9696], [-2.4808, 8.0010, 19.1182]],
  "forces_ev_per_a": [[1.7698, 0.6564, 1.8240], [0.5321, 1.3499, 1.0902], [-0.7919, -0.0240, 0.6950], [0.0035, -1.6265, 0.0281], [-0.3358, 0.4965, -0.7394], [0.3733, -0.7739, -1.5546], [0.5383, -0.9421, 1.1204], [-1.1928, -0.0142, -0.5823], [-0.3138, 0.4885, -0.3968], [0.3563, 0.0296, -0.0720], [0.2453, 0.8907, 0.3160], [-0.4595, -0.0432, -0.3510], [0.0071, -2.6761, 0.3908], [0.0905, 3.1321, -0.2249], [-0.1568, -0.4458, -0.0171], [0.3933, 2.1759, -1.8431], [0.9986, -2.6320, 1.6451], [-1.3101, 0.3536, 0.1503], [0.6448, -1.7602, -0.8997], [-0.7175, 1.4942, 1.0700], [0.1400, 0.1636, 0.0119], [-1.4601, 0.0995, 1.3987], [0.1845, -0.5873, -0.7448], [1.0156, 0.3229, -0.9035], [-2.1559, -1.0360, 0.1208], [1.7832, 0.9423, 0.2092], [0.0724, -0.0240, -0.1691], [0.8761, -0.0969, 1.8292], [-0.7303, -0.7695, -0.8481], [0.0066, 1.1738, -1.2391], [-2.1005, 0.5865, 0.4550], [0.5594, 0.9595, -0.6152], [1.8457, -0.8802, -0.1265], [-1.2735, -0.6606, -0.3923], [0.2977, -0.5913, 0.2842], [0.4389, 1.1387, -0.1870], [-0.4572, 0.2149, 0.4766], [0.2476, -0.1517, 0.0321], [0.4391, -0.3900, -0.4198], [-0.0302, -0.8550, 1.0131], [0.0161, 0.7979, -1.7142], [0.4372, -0.1175, 0.3808], [-0.4504, -2.0794, -0.4405], [0.0614, 0.7068, -0.1273], [-0.4382, 1.0037, 0.0671]],
  "lowdin_charge": [0.0790, -0.0344, -0.4729, -0.0421, -0.2169, 0.1215, 0.0591, 0.0344, 0.1550, 0.0895, 0.0755, 0.0437, -0.0182, -0.0407, 0.0683, 0.0297, 0.0335, 0.0678, -0.0139, -0.0291, 0.0807, -0.0531, 0.0539, 0.0356, 0.1290, 0.1096, 0.1278, -0.0531, -0.0267, 0.0135, -0.0659, 0.0028, -0.0504, 0.0879, 0.1442, 0.1412, -0.0533, 0.0584, -0.0202, -0.0058, 0.0399, 0.0545, 0.0560, 0.1269, 0.0779],
  "charge": 1
}


no.,energy (Ha)
1,-1012.13747
2,-1260.05787
3,-1049.19076